Below is the molecule H2NO4P at a distorted geometry, with properties calculated with ωB97M-V/def2-TZVPD.

The geometry in XYZ format:
```
8
H2NO4P | the OMol25 dataset | ωB97M-V/def2-TZVPD
N 1.8965 -0.1208 -0.0320
O 2.2021 0.5081 0.9653
O 2.4272 -1.0089 -0.5877
O -0.0753 1.7483 -0.2366
O -0.7125 -0.7922 -0.1564
P 0.3784 0.4528 -1.0854
H -0.9042 1.7237 0.2813
H -1.1373 -1.3426 -0.7232
```

Properties
HOMO-LUMO gap: 9.79 eV
strongest force on any atom: 0.13032 Eh/bohr
E_LUMO: -0.0118 Eh
HOMO energy: -10.1124 eV
ΔE to the lowest compared entry with this formula, charge and spin: 56.7 kcal/mol
energy: -18998.636 eV